{"formula": "C22H43N2O6Rb", "method": "ωB97M-V with the def2-TZVPD basis set", "elements": ["Rb", "O", "C", "O", "O", "H", "C", "C", "C", "C", "C", "C", "N", "O", "C", "C", "C", "H", "H", "H", "H", "H", "H", "H", "H", "H", "H", "H", "H", "H", "H", "H", "H", "H", "H", "C", "C", "C", "C", "C", "C", "N", "O", "C", "C", "C", "H", "H", "H", "H", "H", "H", "H", "H", "H", "H", "H", "H", "H", "H", "H", "H", "H", "H", "C", "C", "O", "C", "H", "H", "H", "H", "H", "H"], "xyz": [[-0.950, 0.112, 1.230], [-5.471, 1.451, 2.684], [-4.411, 1.599, 1.815], [-3.253, 1.580, 2.317], [-4.673, 1.749, 0.603], [-5.018, 1.065, 3.452], [0.679, 4.531, -2.063], [1.899, 4.001, -1.297], [2.722, 5.226, -0.856], [3.902, 4.858, 0.037], [3.422, 4.054, 1.224], [2.508, 2.842, 0.875], [1.495, 3.239, -0.137], [0.419, 2.374, -0.368], [1.825, 2.513, 2.198], [3.374, 1.634, 0.438], [2.791, 3.215, -2.294], [-0.150, 4.744, -1.390], [0.333, 3.813, -2.806], [1.002, 5.437, -2.586], [2.105, 6.000, -0.393], [3.234, 5.703, -1.706], [4.332, 5.812, 0.359], [4.601, 4.273, -0.563], [2.915, 4.676, 1.962], [4.355, 3.663, 1.657], [1.297, 3.375, 2.603], [2.514, 2.074, 2.927], [1.098, 1.729, 2.007], [2.950, 1.263, -0.498], [3.244, 0.825, 1.169], [4.458, 1.705, 0.305], [2.960, 3.786, -3.216], [2.364, 2.255, -2.596], [3.769, 2.933, -1.895], [-3.826, -2.345, 0.501], [-2.831, -3.097, -0.417], [-3.662, -4.361, -0.826], [-3.081, -5.074, -2.055], [-2.951, -4.057, -3.156], [-2.033, -2.857, -2.823], [-2.542, -2.271, -1.599], [-1.921, -1.045, -1.358], [-2.269, -1.909, -3.982], [-0.549, -3.300, -2.726], [-1.618, -3.582, 0.396], [-4.108, -2.943, 1.384], [-4.714, -1.984, -0.011], [-3.448, -1.500, 1.099], [-4.692, -4.063, -1.019], [-3.536, -5.028, 0.034], [-3.728, -5.912, -2.331], [-2.132, -5.469, -1.677], [-3.952, -3.743, -3.454], [-2.487, -4.607, -3.992], [-1.747, -0.958, -3.804], [-3.285, -1.500, -3.967], [-1.965, -2.254, -4.971], [-0.088, -3.147, -3.708], [-0.508, -4.361, -2.478], [-0.045, -2.639, -2.023], [-2.015, -4.086, 1.291], [-0.881, -2.860, 0.741], [-1.114, -4.407, -0.119], [1.449, -1.268, 5.163], [1.924, -1.408, 3.732], [1.163, -1.235, 2.816], [3.373, -1.740, 3.500], [2.257, -1.431, 5.866], [0.655, -2.005, 5.286], [1.000, -0.274, 5.118], [3.984, -1.032, 4.069], [3.641, -1.624, 2.451], [3.638, -2.738, 3.851]], "total_charge": -2, "relative_energy_kj_mol": 0.0, "lumo_ev": 3.454}

=====

{"formula": "C22H43N3O11P2S2", "method": "ωB97M-V with the def2-TZVPD basis set", "elements": ["N", "C", "C", "C", "C", "C", "C", "S", "O", "O", "O", "C", "C", "C", "N", "S", "N", "C", "H", "H", "H", "H", "H", "H", "H", "H", "H", "H", "H", "H", "H", "O", "P", "O", "C", "C", "O", "C", "C", "O", "C", "C", "H", "H", "H", "H", "H", "H", "H", "H", "H", "H", "H", "H", "H", "H", "H", "O", "P", "O", "C", "C", "O", "C", "C", "O", "C", "C", "H", "H", "H", "H", "H", "H", "H", "H", "H", "H", "H", "H", "H", "H", "H"], "xyz": [[4.212, -4.861, -0.987], [4.209, -3.448, -1.049], [3.313, -2.690, -1.760], [2.192, -3.383, -2.514], [0.857, -2.597, -2.497], [-0.277, -3.367, -1.791], [-0.351, -2.995, -0.309], [-1.030, -1.360, -0.031], [-1.432, -0.756, -1.263], [-2.063, -1.435, 0.955], [0.126, -0.466, 0.628], [3.448, -1.257, -1.786], [4.415, -0.586, -1.117], [5.329, -1.347, -0.349], [6.335, -0.900, 0.416], [7.016, -2.182, 1.081], [6.141, -3.385, 0.451], [5.234, -2.766, -0.310], [3.848, -5.287, -1.824], [3.755, -5.214, -0.157], [2.483, -3.680, -3.524], [1.998, -4.315, -1.975], [0.959, -1.659, -1.951], [0.575, -2.316, -3.512], [-1.222, -3.158, -2.291], [-0.100, -4.443, -1.830], [0.667, -3.002, 0.095], [-0.945, -3.708, 0.259], [0.989, -0.899, 0.553], [2.712, -0.712, -2.363], [4.495, 0.491, -1.160], [-2.306, 0.407, 8.564], [-1.949, 0.401, 7.134], [-1.962, -1.140, 6.634], [-3.097, -1.956, 6.938], [-4.280, -1.653, 6.035], [-0.337, 0.682, 7.167], [0.274, 1.322, 8.288], [0.963, 0.306, 9.177], [-2.177, 1.156, 5.759], [-1.395, 0.841, 4.585], [-2.174, 0.007, 3.593], [-3.376, -1.835, 7.986], [-2.781, -2.990, 6.804], [-4.520, -0.587, 6.042], [-5.159, -2.210, 6.362], [-4.064, -1.930, 5.004], [-0.460, 1.896, 8.852], [1.004, 2.029, 7.891], [0.308, -0.536, 9.395], [1.274, 0.763, 10.118], [1.849, -0.092, 8.680], [-0.457, 0.359, 4.846], [-1.149, 1.804, 4.136], [-2.193, -1.040, 3.893], [-1.706, 0.050, 2.616], [-3.207, 0.346, 3.514], [-2.661, 3.670, -6.581], [-1.521, 2.992, -5.937], [-1.295, 3.680, -4.489], [-2.420, 3.844, -3.617], [-2.816, 2.544, -2.939], [-0.239, 3.593, -6.754], [-0.393, 4.136, -8.068], [-0.408, 5.650, -8.023], [-0.846, 1.574, -5.685], [0.465, 1.463, -5.102], [0.387, 1.060, -3.646], [-3.265, 4.260, -4.169], [-2.128, 4.581, -2.870], [-2.971, 1.747, -3.670], [-3.737, 2.678, -2.371], [-2.040, 2.205, -2.253], [-1.296, 3.752, -8.540], [0.457, 3.786, -8.657], [-1.096, 6.016, -7.262], [-0.703, 6.062, -8.990], [0.583, 6.032, -7.776], [1.042, 2.376, -5.223], [0.972, 0.685, -5.673], [0.146, 1.917, -3.018], [1.351, 0.676, -3.309], [-0.382, 0.307, -3.479]], "total_charge": 0, "relative_energy_kj_mol": 0.0, "lumo_ev": -0.774}

=====

{"formula": "C22H43N3O3S", "method": "ωB97M-V with the def2-TZVPD basis set", "elements": ["C", "H", "C", "C", "H", "H", "H", "C", "N", "S", "O", "O", "N", "C", "C", "H", "H", "C", "C", "O", "N", "H", "C", "H", "C", "C", "C", "H", "C", "H", "H", "C", "H", "C", "C", "H", "H", "H", "H", "H", "H", "H", "H", "H", "H", "C", "C", "H", "H", "H", "H", "H", "H", "H", "C", "H", "C", "C", "H", "H", "H", "C", "H", "H", "H", "H", "H", "H", "H", "H", "H", "H"], "xyz": [[0.305, -5.426, -4.266], [-0.728, -5.454, -4.604], [0.410, -4.659, -2.950], [-0.355, -5.382, -1.847], [0.114, -6.336, -1.615], [-1.378, -5.570, -2.165], [-0.386, -4.771, -0.950], [-0.125, -3.231, -3.132], [0.350, -2.329, -2.101], [-0.812, -1.538, -1.231], [-2.044, -1.458, -1.953], [-0.260, -0.302, -0.740], [-1.054, -2.654, -0.002], [0.064, -2.800, 0.908], [0.253, -1.587, 1.820], [0.978, -1.830, 2.600], [0.662, -0.776, 1.221], [-1.063, -1.141, 2.479], [-0.886, 0.277, 3.036], [-0.975, 0.531, 4.220], [-0.626, 1.197, 2.090], [-0.549, 0.914, 1.122], [-0.400, 2.601, 2.384], [-0.461, 2.664, 3.472], [1.012, 2.957, 1.900], [1.350, 4.443, 1.816], [1.387, 5.198, 3.143], [2.111, 4.719, 3.806], [0.059, 5.334, 3.897], [-0.158, 4.417, 4.442], [0.204, 6.114, 4.649], [-1.148, 5.704, 3.025], [-0.812, 6.191, 2.108], [-2.074, 4.534, 2.685], [-1.514, 3.455, 1.756], [-1.173, 3.899, 0.821], [-2.341, 2.784, 1.507], [-2.391, 4.057, 3.616], [-2.969, 4.946, 2.211], [-1.754, 6.436, 3.565], [1.760, 6.204, 2.928], [0.660, 4.938, 1.134], [2.345, 4.524, 1.367], [1.733, 2.459, 2.553], [1.130, 2.533, 0.897], [-2.266, -1.167, 1.524], [-2.304, -2.456, 0.709], [-3.092, -2.412, -0.043], [-2.464, -3.329, 1.349], [-3.185, -1.062, 2.103], [-2.213, -0.339, 0.816], [-1.277, -1.801, 3.326], [0.955, -2.958, 0.298], [-0.121, -3.701, 1.502], [1.591, -1.624, -2.357], [2.342, -2.371, -2.627], [1.487, -0.535, -3.450], [2.390, -0.853, -4.641], [3.432, -0.867, -4.329], [2.147, -1.822, -5.073], [2.276, -0.097, -5.413], [1.826, 0.839, -2.877], [1.695, 1.609, -3.633], [2.859, 0.864, -2.535], [1.170, 1.056, -2.039], [0.445, -0.511, -3.787], [1.884, -1.170, -1.410], [0.162, -2.849, -4.117], [-1.214, -3.232, -3.073], [1.465, -4.593, -2.664], [0.652, -6.449, -4.136], [0.908, -4.957, -5.041]], "total_charge": 0, "relative_energy_kj_mol": 22.2, "lumo_ev": 0.702}

=====

{"formula": "C22H43NO8Rb2", "method": "ωB97M-V with the def2-TZVPD basis set", "elements": ["Rb", "Rb", "O", "C", "O", "O", "H", "C", "C", "C", "C", "C", "C", "N", "O", "C", "C", "C", "H", "H", "H", "H", "H", "H", "H", "H", "H", "H", "H", "H", "H", "H", "H", "H", "H", "H", "C", "C", "O", "C", "H", "H", "H", "H", "H", "H", "C", "C", "O", "C", "H", "H", "H", "H", "H", "H", "C", "C", "O", "C", "H", "H", "H", "H", "H", "H", "C", "C", "O", "C", "H", "H", "H", "H", "H", "H"], "xyz": [[-3.239, 0.304, 3.124], [-3.856, 0.315, -0.398], [-0.585, 1.139, 0.804], [-1.803, 0.549, 0.836], [-1.763, -0.422, 0.068], [-2.811, 0.922, 1.436], [-0.439, 0.593, 0.027], [0.615, -0.682, 0.942], [0.966, -1.835, 0.046], [2.418, -1.506, -0.524], [3.182, -2.776, -1.092], [3.117, -3.962, -0.131], [1.750, -4.375, 0.361], [0.969, -3.174, 0.842], [-0.326, -3.483, 1.470], [2.034, -5.321, 1.547], [1.057, -5.108, -0.813], [-0.111, -1.785, -1.102], [1.305, -0.720, 1.785], [-0.450, -0.674, 1.177], [0.816, 0.261, 0.432], [3.034, -0.951, 0.184], [2.349, -0.695, -1.249], [4.220, -2.489, -1.260], [2.806, -3.042, -2.080], [3.805, -3.839, 0.705], [3.626, -4.812, -0.585], [2.551, -6.231, 1.244], [1.089, -5.736, 1.897], [2.629, -4.933, 2.375], [1.649, -5.918, -1.240], [0.942, -4.467, -1.687], [0.131, -5.642, -0.601], [0.059, -0.991, -1.829], [-1.136, -1.679, -0.747], [0.049, -2.750, -1.582], [1.851, 1.341, 2.802], [0.724, 2.246, 3.281], [0.897, 3.436, 3.608], [-0.694, 1.638, 3.279], [1.599, 0.281, 2.761], [2.809, 1.635, 3.229], [1.746, 1.643, 1.760], [-1.401, 2.129, 3.947], [-0.743, 0.562, 3.447], [-1.137, 1.741, 2.289], [-0.140, 3.405, 0.993], [1.278, 3.870, 0.962], [2.234, 3.473, 0.214], [1.543, 4.972, 1.951], [-0.233, 2.375, 0.646], [-0.729, 4.158, 0.469], [-0.364, 3.386, 2.059], [0.686, 5.644, 1.900], [2.382, 5.576, 1.608], [1.714, 4.716, 2.997], [-3.341, 0.033, -3.918], [-2.688, -0.639, -2.721], [-3.167, -1.622, -2.162], [-1.339, -0.074, -2.359], [-4.417, -0.144, -3.923], [-3.068, -0.418, -4.872], [-3.032, 1.078, -3.940], [-0.538, -0.336, -3.050], [-1.080, -0.376, -1.344], [-1.311, 1.014, -2.426], [-1.746, 3.219, -0.528], [-2.590, 2.644, -1.697], [-3.607, 2.008, -1.433], [-2.099, 2.724, -3.118], [-2.045, 4.211, -0.190], [-0.740, 3.376, -0.920], [-1.932, 2.629, 0.369], [-1.904, 3.779, -3.315], [-2.866, 2.411, -3.826], [-1.163, 2.175, -3.212]], "total_charge": 0, "relative_energy_kj_mol": 2293.8, "lumo_ev": -1.232}

=====

{"formula": "C22H44BrFN2PS2", "method": "ωB97M-V with the def2-TZVPD basis set", "elements": ["C", "C", "C", "C", "N", "C", "C", "C", "C", "P", "C", "C", "C", "F", "C", "Br", "C", "C", "C", "S", "S", "C", "C", "C", "H", "H", "H", "H", "H", "H", "H", "H", "H", "H", "H", "H", "H", "H", "H", "H", "H", "H", "H", "H", "H", "H", "H", "H", "H", "H", "H", "H", "H", "H", "H", "H", "H", "H", "H", "H", "H", "H", "H", "N", "C", "C", "C", "C", "H", "H", "H", "H", "H"], "xyz": [[2.979, -3.515, 2.152], [3.857, -3.982, 0.935], [3.138, -3.797, -0.461], [3.713, -2.651, -1.355], [3.301, -1.269, -1.083], [1.900, -1.069, -0.686], [1.367, 0.243, -1.397], [0.481, 1.139, -0.463], [-0.770, 1.733, -1.223], [-2.398, 0.934, -0.568], [-3.808, -0.055, 0.304], [-3.126, 0.742, -2.330], [-3.153, 2.000, -3.251], [-2.293, -0.212, -3.015], [-3.249, 2.661, -0.248], [-5.254, 2.643, -0.480], [-3.044, 3.094, 1.262], [-1.715, 3.877, 1.506], [4.226, -0.494, -0.334], [4.647, -0.660, 1.254], [4.997, 0.886, -1.276], [5.030, 2.293, -0.064], [5.830, 3.514, -0.615], [4.953, 4.823, -0.705], [2.529, -4.398, 2.648], [2.169, -2.856, 1.795], [3.597, -2.992, 2.904], [4.016, -5.076, 1.074], [4.873, -3.542, 0.937], [3.354, -4.746, -1.007], [2.045, -3.782, -0.312], [3.489, -2.923, -2.412], [4.823, -2.695, -1.266], [1.744, -1.034, 0.413], [1.268, -1.883, -1.093], [2.189, 0.870, -1.789], [0.770, -0.079, -2.278], [0.190, 0.554, 0.433], [1.089, 2.016, -0.138], [-0.724, 2.843, -1.115], [-0.574, 1.532, -2.302], [-1.805, 1.069, 0.774], [-1.727, -0.357, -0.760], [-4.688, -0.295, -0.325], [-3.390, -1.034, 0.647], [-4.196, 0.433, 1.230], [-4.138, 0.296, -2.388], [-2.534, 2.856, -2.943], [-2.940, 1.659, -4.288], [-4.206, 2.364, -3.283], [-2.829, 3.496, -0.838], [-3.169, 2.256, 1.966], [-3.876, 3.806, 1.472], [-1.857, 4.975, 1.403], [-1.444, 3.724, 2.578], [-0.852, 3.516, 0.922], [3.987, 2.520, 0.226], [5.544, 1.929, 0.847], [6.215, 3.255, -1.621], [6.721, 3.735, 0.006], [3.899, 4.489, -0.760], [5.197, 5.422, -1.604], [5.089, 5.408, 0.225], [-5.164, -3.006, 2.733], [-4.493, -4.110, 3.185], [-4.717, -5.131, 2.297], [-5.550, -4.621, 1.268], [-5.806, -3.307, 1.566], [-5.181, -2.112, 3.188], [-3.917, -4.073, 4.094], [-4.324, -6.132, 2.376], [-5.919, -5.155, 0.408], [-6.387, -2.561, 1.050]], "total_charge": -1, "relative_energy_kj_mol": 132.6, "lumo_ev": 1.572}

=====

{"formula": "C22H44Cl6N5O6Pd", "method": "ωB97M-V with the def2-TZVPD basis set", "elements": ["C", "C", "N", "C", "C", "N", "C", "C", "H", "H", "H", "H", "H", "H", "H", "H", "H", "H", "H", "Pd", "C", "O", "O", "O", "Cl", "C", "C", "Cl", "H", "H", "H", "H", "Cl", "C", "C", "Cl", "H", "H", "H", "H", "Cl", "C", "C", "Cl", "H", "H", "H", "H", "C", "O", "N", "C", "C", "H", "H", "H", "H", "H", "H", "H", "C", "O", "N", "C", "C", "H", "H", "H", "H", "H", "H", "H", "C", "O", "N", "C", "C", "H", "H", "H", "H", "H", "H", "H"], "xyz": [[-3.355, 2.215, -0.539], [-2.551, 2.192, -1.850], [-1.301, 2.869, -1.761], [-1.119, 4.213, -1.682], [0.266, 4.433, -1.482], [0.919, 3.219, -1.516], [-0.047, 2.340, -1.704], [2.330, 3.033, -1.242], [-3.802, 3.172, -0.268], [-2.767, 1.945, 0.338], [-4.155, 1.480, -0.628], [-3.032, 2.632, -2.724], [-2.264, 1.171, -2.100], [-1.987, 4.850, -1.767], [0.862, 5.333, -1.460], [0.186, 1.286, -1.676], [2.564, 2.012, -0.941], [2.763, 3.684, -0.484], [2.765, 3.196, -2.228], [2.452, -1.157, 1.768], [0.503, -0.933, -0.009], [-0.249, -0.954, -0.986], [0.798, -1.899, 0.719], [1.318, -0.018, 0.239], [3.004, -2.484, -4.192], [1.716, -1.642, -3.339], [0.987, -0.528, -4.116], [2.010, 0.981, -4.255], [2.117, -1.331, -2.374], [0.947, -2.393, -3.157], [0.011, -0.230, -3.734], [0.810, -0.843, -5.145], [-2.763, -5.417, 0.544], [-1.418, -4.355, 0.811], [-0.127, -5.128, 0.632], [0.021, -6.481, 1.789], [-1.487, -3.950, 1.821], [-1.576, -3.534, 0.112], [0.773, -4.547, 0.831], [0.043, -5.530, -0.367], [-4.256, -0.119, 2.012], [-2.958, -1.230, 1.568], [-1.904, -1.199, 2.753], [-2.513, -2.111, 4.196], [-2.500, -1.010, 0.603], [-3.378, -2.232, 1.475], [-1.510, -0.215, 3.006], [-0.985, -1.700, 2.448], [0.990, 1.320, 3.255], [1.783, 0.379, 3.339], [0.123, 1.633, 4.244], [-0.657, 2.868, 4.163], [-0.014, 0.831, 5.458], [0.849, 1.959, 2.370], [-0.623, 3.294, 5.166], [-1.720, 2.637, 4.087], [-0.284, 3.627, 3.475], [0.615, -0.059, 5.492], [0.302, 1.296, 6.392], [-1.059, 0.527, 5.523], [-3.566, -1.684, -1.964], [-4.482, -0.915, -1.723], [-3.714, -2.944, -2.520], [-2.644, -3.702, -2.999], [-5.013, -3.515, -2.624], [-2.503, -1.399, -1.926], [-1.742, -3.386, -2.475], [-2.477, -3.460, -4.049], [-2.876, -4.766, -2.971], [-5.367, -3.738, -3.631], [-4.938, -4.489, -2.140], [-5.796, -2.889, -2.196], [4.968, 0.740, 0.121], [4.111, 0.038, 0.717], [5.527, 1.868, 0.622], [6.548, 2.581, -0.177], [5.447, 2.312, 2.018], [5.363, 0.470, -0.871], [6.841, 1.978, -1.037], [7.378, 2.899, 0.455], [6.088, 3.473, -0.600], [4.683, 1.711, 2.510], [6.432, 2.046, 2.401], [5.263, 3.378, 2.157]], "s_squared": 2.01, "total_charge": 1, "relative_energy_kj_mol": 193.8, "spin_multiplicity": 3, "lumo_ev": [-2.435, -4.069]}